(P)
Computed, not measured: 2 unconnected molecules or ions with the total composition CH3NO4, with ωB97M-V/def2-TZVPD.

Properties
LUMO energy, eV: -0.046
Molar mass, g mol⁻¹: 93.04
Gap between HOMO and LUMO, eV: 10.0
HOMO, Eh: -0.3704

CARTESIAN COORDINATES (ANGSTROEM)
C: -0.06029 0.22525 -0.12150
N: 2.74708 0.04631 -0.03284
O: 2.62933 1.20875 -0.31732
O: 3.76522 -0.58169 0.01533
O: -0.82749 -0.08598 0.87023
O: 1.67554 -0.64109 0.25400
H: -0.16176 -0.24625 -1.09042
H: 0.33915 1.23636 -0.08574
H: -1.22335 -0.96897 0.81045

Löwdin population analysis, charges in e, atoms 1 to 2: 0.00, -0.57

---

(Q)
Computed, not measured: 2 unconnected molecules or ions with the total composition CH3NO4, with ωB97M-V/def2-TZVPD.

Properties
LUMO energy (spin up / spin down), eV: -2.704 / -2.328
Molar mass, g mol⁻¹: 93.04
Gap between HOMO and LUMO (spin up / spin down), eV: 7.2 / 7.7
HOMO (spin up / spin down), Eh: -0.3632 / -0.3691

CARTESIAN COORDINATES (ANGSTROEM)
C: -1.01957 0.02829 0.60117
N: -0.70375 -0.93683 -0.25072
O: 1.82434 1.25371 -0.40769
O: 1.74988 0.43326 -1.37823
O: 1.51799 0.81241 0.74144
O: -2.09141 0.35588 1.02339
H: -0.06756 0.57660 0.94991
H: 0.22967 -1.02406 -0.62444
H: -1.43959 -1.49925 -0.65483

Löwdin population analysis, charges in e, atoms 1 to 2: -0.44, 0.15

---

Most stable: (P). Least stable: (Q).